Formula: C4H9N
Source: the OMol25 dataset
Level of theory: wB97M-V/def2-TZVPD

XYZ file:
```
14
Properties=species:S:1:pos:R:3:nbo_charge:R:1
C 1.379 -0.809 0.155 -0.4211
C 0.437 0.141 -0.168 0.0183
C 0.864 1.535 -0.669 -0.6535
C -1.023 -0.134 0.227 -0.2562
N -1.347 -1.430 0.790 -0.8391
H 1.119 -1.786 0.454 0.2066
H 2.431 -0.535 0.051 0.1882
H 0.759 2.306 0.151 0.2185
H 1.900 1.583 -1.162 0.2306
H 0.076 1.778 -1.451 0.2109
H -1.239 0.652 0.905 0.1966
H -1.644 0.165 -0.645 0.1638
H -2.223 -1.267 1.324 0.3683
H -1.490 -2.200 0.038 0.3681
```

Properties
- orbital gap (eV) = 9.913
- structure (SMILES) = C=C(C)CN
- calculated total energy (a.u.) = -212.512963
- ΔE to the lowest compared entry with this formula, charge and spin (kJ/mol) = 100.3
- HOMO energy (eV) = -8.8916
- 2S+1 = 1
- molar mass (g/mol) = 71.12

Formula: C5H8O
Source: the OMol25 dataset
Level of theory: wB97M-V/def2-TZVPD

XYZ file:
```
14
Properties=species:S:1:pos:R:3:nbo_charge:R:1
O -1.411 1.793 0.348 -0.7102
C -0.704 0.589 0.439 0.0577
C -1.094 -0.611 -0.440 -0.4750
C 0.231 -1.258 -0.230 -0.1204
C 1.415 -0.406 -0.533 -0.4625
C 0.777 0.518 0.397 -0.1995
H -0.807 2.519 0.147 0.4701
H -0.596 0.182 1.456 0.1835
H -1.331 -0.280 -1.458 0.2233
H -1.947 -1.169 -0.046 0.2229
H 0.280 -2.149 0.391 0.2110
H 1.602 -0.049 -1.539 0.1751
H 2.309 -0.836 -0.070 0.2214
H 1.277 1.159 1.139 0.2026
```

Properties
- orbital gap (eV) = 8.053
- calculated total energy (a.u.) = -270.403317
- ΔE to the lowest compared entry with this formula, charge and spin (kJ/mol) = 405.8
- HOMO energy (eV) = -7.5267
- 2S+1 = 1
- molar mass (g/mol) = 84.12

Formula: C16H19ClN2O2
Source: the OMol25 dataset
Level of theory: wB97M-V/def2-TZVPD

XYZ file:
```
40
Properties=species:S:1:pos:R:3:nbo_charge:R:1
O -2.419 -1.848 0.285 -0.6291
C -2.533 -0.718 -0.139 0.6884
N -3.722 -0.081 -0.229 -0.6068
C -4.950 -0.671 0.198 -0.0647
C -6.220 -0.342 -0.525 -0.4279
C -5.988 0.180 0.865 -0.4291
C -1.347 0.142 -0.580 -0.2989
C -0.181 -0.761 -0.999 -0.4211
C 1.174 -0.122 -0.722 -0.2104
N 1.325 0.140 0.696 -0.4297
C 2.508 0.390 1.290 0.6742
O 2.613 0.718 2.457 -0.6114
C 3.723 0.249 0.414 -0.1686
C 4.349 1.378 -0.097 -0.1227
C 5.514 1.261 -0.836 -0.2291
C 6.070 0.013 -1.060 -0.1963
C 5.464 -1.122 -0.549 -0.2288
C 4.297 -0.997 0.185 -0.0144
Cl 3.528 -2.410 0.826 0.0154
C 0.101 0.303 1.458 -0.2333
C -0.929 1.033 0.608 -0.4046
H -3.764 0.863 -0.580 0.3918
H -4.782 -1.680 0.549 0.2481
H -6.946 -1.126 -0.670 0.2218
H -6.171 0.361 -1.343 0.2103
H -6.553 -0.244 1.679 0.2220
H -5.783 1.234 0.981 0.2102
H -1.661 0.776 -1.415 0.2089
H -0.258 -1.697 -0.443 0.2453
H -0.253 -1.000 -2.061 0.2214
H 1.270 0.815 -1.290 0.1808
H 1.966 -0.796 -1.057 0.2220
H 3.918 2.349 0.096 0.2141
H 5.992 2.145 -1.230 0.2173
H 6.981 -0.081 -1.630 0.2188
H 5.892 -2.099 -0.712 0.2293
H 0.356 0.868 2.358 0.2478
H -0.291 -0.674 1.760 0.2085
H -1.797 1.285 1.220 0.2212
H -0.494 1.965 0.242 0.2092
```

Properties
- orbital gap (eV) = 9.674
- structure (SMILES) = O=C(NC1CC1)C1CCN(C(=O)c2ccccc2Cl)CC1
- calculated total energy (a.u.) = -1341.287883
- ΔE to the lowest compared entry with this formula, charge and spin (kJ/mol) = 27.6
- HOMO energy (eV) = -9.0644
- 2S+1 = 1
- molar mass (g/mol) = 306.79

Formula: C35H33ClGaN2O3P
Source: the OMol25 dataset
Level of theory: wB97M-V/def2-TZVPD

XYZ file:
```
76
Properties=species:S:1:pos:R:3:mulliken_charge:R:1
Ga 1.986 0.572 0.450 -0.2560
N 0.140 -2.279 2.686 -0.2977
C 0.936 -1.429 2.060 0.4971
O 0.456 -0.580 1.269 0.0609
C 2.422 -1.473 2.333 -1.2954
C 3.207 -0.709 1.270 -0.7366
H -0.856 -2.242 2.531 0.0981
H 0.511 -2.967 3.321 0.2635
H 2.734 -2.516 2.419 0.4967
H 2.560 -1.030 3.324 0.3630
H 3.557 -1.383 0.486 0.4472
H 4.081 -0.213 1.688 0.6464
Cl 3.862 1.990 -0.781 -0.1832
C 3.650 1.628 -2.488 1.0210
C 4.570 2.184 -3.357 -0.7275
C 4.414 1.960 -4.717 -0.5064
C 3.350 1.204 -5.189 -0.8776
C 2.439 0.663 -4.299 -0.3613
C 2.579 0.855 -2.922 -0.8055
P 1.371 0.102 -1.806 1.9591
C 1.639 -1.685 -1.879 0.0970
C 2.752 -2.230 -2.510 -0.9336
C 2.971 -3.601 -2.464 -0.7636
C 2.082 -4.426 -1.794 -0.7575
C 0.966 -3.884 -1.164 -0.8779
C 0.746 -2.518 -1.198 0.0326
C -0.241 0.500 -2.485 0.4947
C -0.962 -0.410 -3.254 -0.0717
C -2.167 -0.017 -3.822 -0.7340
C -2.648 1.268 -3.618 -0.5670
C -1.930 2.175 -2.847 -0.7594
C -0.727 1.794 -2.279 -0.6440
H 5.384 2.784 -2.978 0.5007
H 5.125 2.391 -5.408 0.4241
H 3.228 1.039 -6.250 0.4497
H 1.605 0.081 -4.675 0.4649
H 3.452 -1.596 -3.038 0.4142
H 3.835 -4.022 -2.959 0.4721
H 2.252 -5.493 -1.767 0.4340
H 0.265 -4.531 -0.654 0.5198
H -0.128 -2.102 -0.708 0.3849
H -0.588 -1.412 -3.417 0.5144
H -2.725 -0.716 -4.429 0.4876
H -3.585 1.568 -4.067 0.4547
H -2.305 3.178 -2.698 0.4946
H -0.157 2.507 -1.692 0.4610
C -5.239 -0.645 4.523 -0.9560
O -4.127 -0.221 3.724 -0.4427
C -3.906 -0.866 2.551 1.3060
C -4.584 -1.993 2.109 -0.5140
C -4.246 -2.556 0.885 -0.9841
C -3.248 -2.007 0.094 -1.0245
C -2.570 -0.876 0.524 0.6496
C -2.894 -0.321 1.750 -0.6773
N -2.241 0.823 2.291 0.1712
C -1.162 1.396 1.859 1.6717
C -0.516 2.502 2.480 0.8143
C -1.135 3.262 3.504 -0.8512
C -0.489 4.305 4.103 -0.9122
C 0.821 4.619 3.689 -0.5356
C 1.444 3.901 2.700 -0.8637
C 0.789 2.830 2.066 0.1647
O 1.418 2.177 1.111 0.1922
H -5.078 -1.661 4.886 0.3671
H -6.162 -0.588 3.947 0.4069
H -5.283 0.041 5.363 0.2650
H -5.368 -2.430 2.707 0.4779
H -4.780 -3.433 0.547 0.4200
H -3.007 -2.445 -0.863 0.5412
H -1.811 -0.429 -0.105 0.0195
H -2.665 1.146 3.159 0.2980
H -0.726 0.967 0.967 -0.5927
H -2.153 3.045 3.805 0.4236
H -0.976 4.886 4.871 0.4404
H 1.343 5.444 4.153 0.4324
H 2.446 4.145 2.375 0.4947
```

Properties
- orbital gap (eV) = 7.551
- calculated total energy (a.u.) = -4414.693559
- ΔE to the lowest compared entry with this formula, charge and spin (kJ/mol) = 4.9
- HOMO energy (eV) = -13.4336
- 2S+1 = 1
- molar mass (g/mol) = 665.81
- total charge = +2